(1)
C24H72O12S5 | ωB97M-V/def2-TZVPD

Results
energy above the lowest of the compared OMol25 structures with the same formula, charge and spin	0.0	kJ/mol
multiplicity	1
Kohn-Sham gap	8.3146	eV
HOMO	-8.5	eV
total charge	0

XYZ file:
```
113
Properties=species:S:1:pos:R:3:forces:R:3
C 1.91595 -2.74257 -3.14623 -3.445 2.030 -1.657
C 2.61709 -1.88210 -4.26855 -0.103 -1.088 4.613
O 3.62450 -2.70811 -4.78596 3.185 3.943 -1.124
H 2.52108 -2.99152 -2.31772 0.776 -0.203 0.726
H 1.40221 -3.61857 -3.57092 0.803 -0.077 -0.043
H 0.94956 -2.18142 -2.79135 1.859 -0.574 -0.186
H 2.99873 -0.93103 -3.74623 -0.210 -1.160 -0.811
H 1.95444 -1.60833 -5.00873 -1.694 0.690 -1.616
H 4.26270 -1.89546 -5.02320 -1.190 -3.551 0.152
C 4.31399 -1.38947 3.90384 0.658 1.109 1.193
C 3.77554 -0.33784 4.98298 3.130 -1.330 -1.095
O 4.15015 -0.84121 6.28988 1.570 2.720 -0.256
H 5.47400 -1.45911 4.09432 -2.237 0.140 -1.010
H 3.95221 -1.07333 2.88593 0.920 -0.314 0.761
H 3.88708 -2.38112 4.12660 0.169 0.408 -0.034
H 2.74910 -0.25567 4.90504 -2.231 0.230 0.016
H 4.25115 0.66916 4.80338 -0.562 -0.932 0.088
H 4.85391 -0.14370 6.50514 -1.431 -2.009 0.320
C 0.46520 1.10614 -5.48101 1.966 -3.168 1.118
C -0.60945 0.68656 -4.42969 2.538 -2.166 0.170
O -0.67495 1.67949 -3.51065 -0.077 1.256 2.478
H 1.57365 1.33689 -5.14964 -2.368 -0.545 0.311
H 0.21261 1.92615 -6.04594 -1.026 1.852 -1.384
H 0.60362 0.21769 -6.11276 -0.051 0.365 -0.408
H -0.23619 -0.22927 -3.79813 -0.488 1.250 -1.503
H -1.59732 0.38184 -4.80391 0.391 0.247 -0.503
H -1.35703 2.29428 -3.70418 -0.820 0.899 -0.351
C 3.84677 3.13847 2.05324 2.914 3.406 -3.767
C 2.60354 3.59215 1.27746 -1.731 0.753 0.590
O 1.54777 2.66769 1.68654 0.052 -0.401 -1.187
H 4.64170 4.00907 1.86591 -1.432 -1.548 0.477
H 4.43969 2.28921 1.72986 -0.576 -0.471 -1.195
H 3.90852 2.95857 3.04937 -1.247 0.131 3.309
H 2.85129 3.86191 0.14099 -0.671 -1.541 1.941
H 2.10026 4.56413 1.57125 1.613 -0.456 0.233
H 0.62098 3.04696 1.69472 1.394 -0.062 -0.515
C -2.93366 -2.35469 5.85100 -6.437 10.040 -0.392
C -2.87143 -1.92562 4.35751 2.215 -0.421 3.665
O -1.54132 -1.76549 3.94302 0.355 0.164 -2.693
H -2.61006 -3.18121 5.97190 4.277 -10.965 0.977
H -4.07484 -2.45585 6.20791 2.254 0.442 -0.958
H -2.44668 -1.79558 6.65361 0.027 0.829 -0.589
H -3.32431 -1.03054 4.18522 -1.943 2.476 -0.288
H -3.36751 -2.71011 3.92992 -1.249 -1.994 -1.990
H -1.62203 -1.51061 2.94641 0.510 -0.583 2.307
C -1.15281 -5.51695 0.68091 -2.991 -1.965 0.073
C -1.66503 -4.13047 1.10403 -3.656 -4.490 -1.049
O -1.64561 -3.29896 0.03715 -0.093 -0.154 -2.577
H -1.32779 -6.27805 1.42223 -1.123 -0.090 1.296
H -0.15685 -5.67074 0.78428 3.662 0.529 -0.923
H -1.57837 -6.16815 -0.17541 0.552 2.129 0.606
H -1.02405 -3.69188 1.78622 0.928 0.210 2.486
H -2.82840 -4.27999 1.43895 2.667 0.443 0.001
H -1.56646 -2.52426 0.54001 0.031 3.010 -0.283
C 2.64088 -4.29051 1.58927 -1.588 3.162 -3.020
C 3.90128 -4.82729 0.89608 0.584 -0.774 -1.517
O 4.91914 -5.16856 1.87954 -4.438 1.481 1.516
H 2.20384 -4.85932 2.35847 -0.671 -1.341 0.403
H 1.80098 -3.77321 0.80657 1.876 -2.596 1.423
H 2.68152 -3.30005 2.04637 1.532 0.011 0.467
H 4.33088 -4.09974 0.13487 -0.575 -0.283 1.141
H 3.74561 -5.75963 0.19113 -0.342 1.454 1.650
H 5.65087 -5.38789 1.41178 3.576 -1.107 -2.079
C -5.75829 1.02407 3.73970 -0.082 2.226 1.049
S -5.68764 1.56117 2.05715 -1.886 4.102 0.501
O -5.84227 3.11913 2.28289 0.335 -2.760 -0.954
C -3.98996 1.33061 1.68454 -4.893 -9.805 0.236
H -4.92547 1.46914 4.26012 0.279 0.567 0.163
H -5.59631 0.03845 3.81941 0.481 -3.985 0.020
H -6.66752 1.23657 4.33754 0.242 0.324 -1.147
H -3.81369 0.06725 1.65334 -0.292 3.681 -0.191
H -3.44269 1.70699 2.33907 4.781 3.130 6.374
H -3.75902 1.77880 0.87177 1.058 2.560 -6.065
C -1.45950 4.14690 -1.35703 1.153 0.076 -1.754
S -1.49988 4.61997 0.35962 -2.077 1.762 -0.717
O -0.91747 3.52170 1.15266 0.434 -0.583 0.126
C -0.22138 5.83907 0.10869 -3.066 5.245 0.746
H -0.31373 3.94294 -1.35792 -1.999 -0.533 -0.981
H -1.59388 5.10650 -2.04002 -0.037 -2.059 1.501
H -2.17156 3.26683 -1.64143 1.522 1.651 0.624
H -0.35564 7.01765 -0.37852 -0.762 -3.588 1.014
H 0.56092 5.52453 -0.41508 3.555 -1.875 -1.843
H -0.04186 6.13266 1.10758 0.962 0.067 1.215
C -0.55310 0.52130 -0.67913 2.015 -4.918 -0.292
S -0.63122 0.14205 1.06323 3.941 4.180 -0.606
O -1.49686 -0.97282 1.22242 -3.217 -3.861 0.898
C 1.03304 -0.54171 1.08445 0.392 -1.421 0.089
H -1.49124 0.83448 -0.93596 -2.305 0.736 -1.178
H -0.11880 -0.46786 -1.31052 -1.552 2.600 1.669
H 0.16117 1.25646 -0.74090 1.518 2.009 -0.409
H 1.87369 0.01540 0.66066 -0.580 0.275 0.068
H 0.92939 -1.52475 0.60945 -0.103 0.249 -0.703
H 1.29450 -0.89636 2.06624 0.025 0.593 0.906
C -4.00610 -0.58344 -2.93789 0.029 0.640 -1.707
S -5.67687 -1.39014 -2.99012 0.387 -1.076 -0.412
O -6.56378 -0.87256 -1.92905 0.342 0.373 0.404
C -6.38770 -0.62825 -4.45916 0.300 2.726 1.928
H -3.29765 -0.95562 -2.20939 -0.125 -1.022 -0.104
H -4.07603 0.43166 -2.66051 -0.892 1.488 0.607
H -3.56258 -0.44071 -3.96799 -0.419 -1.029 0.915
H -6.17165 0.45589 -4.38890 -0.662 -0.162 0.687
H -7.43454 -0.78997 -4.54678 -0.917 -0.262 0.800
H -6.06616 -0.72437 -5.40995 1.984 -1.714 -3.056
C 2.75984 2.57334 -2.43571 1.234 -2.040 3.352
S 2.20350 3.89482 -3.35965 -2.077 1.620 -1.170
O 2.19716 5.08547 -2.45324 0.081 -0.247 0.238
C 3.60691 4.10879 -4.42333 1.004 -2.831 -0.901
H 2.79074 1.56102 -2.87291 0.150 0.710 -0.490
H 2.17665 2.37945 -1.46576 0.289 0.840 -1.509
H 3.75501 2.90908 -2.05647 -0.368 -0.645 -0.231
H 3.39329 5.00013 -5.07132 0.625 -0.844 0.780
H 3.58786 3.06354 -5.12202 0.330 2.956 1.754
H 4.53648 4.10358 -3.71449 -1.426 0.423 -1.742
```
Forces are in eV/Å.

Atomic partial charges in e from the Mulliken method, atoms 1 to 6: C -0.83; C 0.15; O -0.54; H 0.29; H 0.34; H -0.01


(2)
C24H72O24 | ωB97M-V/def2-TZVPD

Results
energy above the lowest of the compared OMol25 structures with the same formula, charge and spin	249.0	kJ/mol
multiplicity	2
Kohn-Sham gap (alpha / beta)	9.3743 / 2.4802	eV
HOMO (alpha / beta)	-11.5 / -11.5	eV
total charge	+1

XYZ file:
```
120
Properties=species:S:1:pos:R:3:forces:R:3
C 3.69585 3.51626 1.05622 1.091 1.332 0.548
C 4.58901 4.39879 2.02718 -0.303 -2.034 -0.268
O 5.93794 4.51478 1.64801 0.073 0.731 -0.739
O 4.17710 2.16796 1.02776 -0.361 1.408 -0.072
H 3.75783 3.99702 0.07994 0.288 -0.035 -0.585
H 2.64306 3.65290 1.30335 -0.146 -0.557 0.505
H 4.58025 3.84281 2.96468 -0.357 0.167 0.413
H 4.19243 5.40331 2.17470 -0.060 -0.157 -0.209
H 6.33706 3.67994 1.39238 -0.271 -0.316 0.225
H 3.52048 1.67085 0.53449 -0.170 -0.660 0.260
C -4.57566 -3.59067 2.82791 0.492 0.292 -1.833
C -3.12419 -3.18269 3.11784 -1.041 0.232 2.451
O -2.50006 -4.02384 4.17835 -0.322 0.664 -1.842
O -4.69817 -4.74014 1.88817 0.260 1.567 1.954
H -5.03427 -2.73786 2.32741 0.128 -0.010 -0.496
H -5.16515 -3.62127 3.74425 0.196 -0.995 0.198
H -3.25122 -2.25004 3.66752 0.094 0.250 -0.124
H -2.50290 -2.90526 2.26629 0.132 -0.812 -0.113
H -2.47975 -4.91441 3.82048 0.199 -0.339 0.190
H -4.10753 -5.36351 2.31730 -0.130 -0.716 -0.399
C 3.71178 2.43849 -2.41588 2.461 -0.284 -2.045
C 4.98965 3.29074 -2.15699 0.750 1.105 1.749
O 6.07464 3.38335 -3.11618 -1.966 -1.262 0.180
O 3.90424 1.05329 -2.18833 1.081 1.973 1.338
H 3.48111 2.63126 -3.46360 -0.541 -0.534 -0.377
H 2.78986 2.68203 -1.88782 -0.165 0.574 0.869
H 5.43331 3.03341 -1.19520 -0.185 -0.495 0.081
H 4.60308 4.29496 -1.98319 -0.281 0.125 -0.182
H 6.46583 4.24801 -2.97151 0.028 0.187 -0.113
H 3.41513 0.58021 -2.86550 -1.467 -1.473 -2.017
C -2.84413 -3.96940 -0.90591 -0.489 -1.569 -1.181
C -3.42498 -2.77720 -1.58548 0.114 1.561 -1.686
O -3.68830 -2.86157 -3.04139 0.290 -0.594 1.680
O -3.70582 -5.11181 -1.04653 0.237 0.355 0.266
H -2.57546 -3.75633 0.12874 -0.158 0.101 0.138
H -1.96131 -4.31922 -1.44103 0.315 0.314 0.061
H -2.69155 -1.97128 -1.55917 -0.076 0.119 0.397
H -4.34717 -2.41309 -1.13262 0.056 -0.068 0.375
H -4.53494 -3.31165 -3.08863 -0.035 -0.213 -0.369
H -4.54332 -4.90236 -0.62663 -0.156 -0.064 0.342
C -0.44494 -0.58446 -0.54929 0.155 0.410 0.424
C 0.48830 0.58803 -0.35695 -1.745 1.080 0.666
O 1.31384 0.43103 0.76762 1.364 0.091 -0.259
O -1.38829 -0.85902 0.50968 0.282 0.980 -1.505
H 0.29206 -1.37618 -0.68389 -0.547 -0.707 -0.201
H -0.96182 -0.31840 -1.47132 -0.428 -0.709 -0.036
H -0.02899 1.53577 -0.20763 -0.667 0.109 -0.021
H 0.95037 0.76515 -1.32814 1.066 -0.489 0.179
H 0.73673 0.32499 1.52742 -0.351 -0.194 0.093
H -0.98339 -1.37349 1.21180 0.685 -0.262 0.537
C -5.29600 0.58756 2.27187 0.358 0.840 -0.802
C -4.51609 1.07939 1.02641 -1.671 -0.956 0.495
O -4.11628 -0.05360 0.26379 0.023 0.833 0.016
O -4.34138 0.21723 3.23802 0.298 -0.309 0.576
H -5.94087 -0.25438 2.02011 0.008 -0.077 -0.305
H -5.92990 1.37861 2.67252 -0.098 0.284 -0.063
H -3.74558 1.77818 1.35215 0.490 -0.326 -0.076
H -5.20904 1.66119 0.41859 -0.022 -0.068 -0.200
H -3.25153 -0.34965 0.55733 0.462 -0.114 0.039
H -4.83779 0.02890 4.03784 0.199 -0.126 0.253
C 1.75501 0.33166 -5.41653 -0.531 -0.695 0.182
C 0.29594 -0.19245 -5.42413 0.571 0.657 0.871
O -0.41720 0.17898 -4.24173 0.414 -1.086 0.055
O 2.49120 -0.10776 -4.21431 -0.025 1.369 -0.555
H 1.81918 1.41676 -5.49731 -0.012 0.020 0.409
H 2.23137 -0.07021 -6.31078 0.283 -0.118 0.093
H 0.38798 -1.27767 -5.46811 -0.279 -0.159 0.492
H -0.26976 0.04347 -6.32547 0.272 0.507 -0.152
H -0.60807 1.11590 -4.15602 -0.076 0.306 -0.676
H 2.13787 -0.91641 -3.83635 -0.303 -0.669 -0.013
C 0.87779 -3.13756 1.86874 -0.179 -0.415 1.006
C 0.37823 -4.39808 2.57269 -0.751 -0.134 -1.030
O 0.67822 -4.46185 3.93023 0.707 0.034 0.326
O 0.17746 -2.02681 2.36456 -1.553 0.896 -0.531
H 0.61915 -3.21617 0.81280 0.379 0.022 -0.178
H 1.91969 -2.89986 2.08331 0.397 -0.687 -0.525
H 0.64010 -5.28696 1.99874 0.743 -0.206 0.378
H -0.71088 -4.42881 2.54117 -0.239 0.403 -0.665
H -0.02812 -3.94887 4.32964 -0.093 -0.037 0.560
H 0.48699 -1.74536 3.22860 0.580 -0.112 0.353
C 0.71079 -3.17745 -2.93790 -0.089 -1.457 0.464
C 0.86807 -4.59514 -3.49853 -1.583 1.136 0.164
O 1.39612 -5.46020 -2.51232 -0.178 -0.163 -0.398
O 2.00615 -2.67555 -2.73788 0.946 1.648 -0.233
H 0.22667 -3.24071 -1.96337 -0.376 -0.114 0.034
H 0.11037 -2.50158 -3.54684 0.311 0.003 -0.218
H 1.38114 -4.52955 -4.45799 0.634 -0.330 0.142
H -0.14693 -4.91137 -3.73910 0.026 -0.546 0.152
H 2.17718 -5.08991 -2.09468 0.167 -0.108 -0.222
H 2.48921 -3.22405 -2.11546 -0.036 0.148 0.060
C -1.23554 3.83713 1.65417 -1.418 -0.037 -0.781
C -2.34617 3.76752 2.75819 2.329 -0.679 -0.173
O -1.85908 4.71392 3.71813 -0.580 0.022 -0.271
O -1.46103 5.08293 0.99458 0.776 0.295 -0.197
H -1.31864 3.12710 0.83133 -0.607 -0.522 0.311
H -0.18152 3.76392 1.92206 -0.143 -0.002 0.982
H -2.41445 2.78908 3.23369 0.036 -0.243 -0.120
H -3.30396 3.98223 2.28421 0.007 0.469 0.118
H -2.39224 4.66376 4.51488 -0.097 0.086 0.049
H -1.07629 5.73333 1.58666 -0.215 0.512 0.011
C -1.06377 4.00960 -2.40136 0.240 -0.104 0.157
C -0.66541 3.93695 -3.89457 1.518 1.993 1.345
O -1.57271 3.27023 -4.69406 -0.467 -0.842 -0.138
O -0.15831 4.83099 -1.62146 0.172 -0.555 -1.762
H -0.99907 2.99436 -2.00996 -0.328 -0.273 0.097
H -2.09372 4.35818 -2.32521 -0.021 0.068 0.042
H 0.34819 3.54144 -3.96007 0.304 -0.690 0.083
H -0.50313 4.94590 -4.27376 -0.309 0.434 0.195
H -1.35839 3.55128 -5.58663 -0.372 -0.187 -0.237
H -0.48587 4.94269 -0.72601 -0.631 0.027 0.367
C 3.04967 -0.99284 4.60947 0.613 1.590 -0.153
C 3.73002 0.03265 3.60943 -0.236 -2.351 0.547
O 3.55014 -0.47545 2.28498 0.084 0.819 0.721
O 1.61898 -1.04220 4.39440 0.797 0.267 0.383
H 3.29146 -0.60356 5.59845 -0.396 0.010 0.366
H 3.45104 -2.00617 4.62222 -0.086 0.100 -0.722
H 4.78880 0.11009 3.85658 0.073 -0.142 -0.175
H 3.30618 1.03093 3.71848 -0.231 0.069 0.073
H 2.66066 -0.15676 2.11509 -0.086 -0.426 -0.920
H 1.27976 -0.26901 4.85124 -0.318 0.021 0.076
```
Forces are in eV/Å.

Atomic partial charges in e from the Mulliken method, atoms 1 to 6: C 0.59; C -0.60; O -0.55; O -0.45; H -0.02; H -0.12